Entry 1:
Density functional theory data (wB97M-V/def2-TZVPD) for a molecular structure, C29H62BInN3O5.

Spin multiplicity: 3
Frontier orbital gap (alpha / beta) (eV): 6.42 / 6.39
Total charge: -1
HOMO energy (alpha / beta) (eV): -4.1 / -4.1
<S²>: 2.008

```
101
Properties=species:S:1:pos:R:3:forces:R:3
C -1.09875 4.52651 3.66059 0.2 0.3 0.2
C 0.26234 4.23383 3.02766 0.0 -0.3 0.2
C 0.25363 3.43787 1.70846 0.2 0.3 0.0
C -0.85506 3.76579 0.70227 0.3 -0.3 -0.2
C -1.13217 2.61671 -0.29686 -0.4 0.2 -0.2
C -2.57616 2.07808 -0.24210 0.3 -0.3 0.0
In -3.40401 1.62753 1.78686 0.0 0.2 -0.1
C -4.71602 -0.21492 1.80832 0.5 -0.1 0.2
C -4.01698 -1.59063 1.71318 -0.2 0.3 0.0
C -2.83047 -1.68919 2.63921 -0.6 0.0 0.1
N -3.06396 -1.46502 3.99389 -0.2 0.7 -0.2
O -1.72166 -1.95358 2.25064 0.9 -0.3 -0.3
B -4.70567 3.43240 2.44790 0.5 -0.3 -0.1
O -4.82972 3.86594 3.78212 -0.1 0.8 -0.1
O -5.42747 4.12743 1.49849 -0.4 0.0 0.5
C -6.29386 5.18535 1.91392 -0.1 0.1 -0.2
C -7.56200 4.67724 2.60399 0.0 0.0 0.0
H -1.76191 5.05681 2.97536 0.0 -0.1 0.0
H -1.58053 3.61107 4.00515 -0.1 0.0 -0.2
H -0.96084 5.18523 4.52521 0.0 -0.1 0.0
H 0.82120 5.17002 2.92414 -0.1 0.0 -0.2
H 0.83017 3.64049 3.75364 0.1 0.1 0.0
H 0.26307 2.36652 1.91964 -0.3 0.0 0.1
H 1.21209 3.64830 1.21562 0.0 -0.2 0.0
H -1.78801 4.01790 1.20674 0.0 0.0 0.0
H -0.54135 4.63923 0.12063 -0.1 0.2 0.2
H -0.42887 1.79067 -0.15282 0.1 0.1 0.1
H -0.95173 3.01456 -1.30315 0.2 -0.2 0.0
H -3.22354 2.80580 -0.74476 -0.1 0.0 0.2
H -2.62908 1.16849 -0.85468 0.0 0.0 0.0
H -2.12112 1.34348 3.01777 0.0 -0.1 0.0
H -5.25177 -0.16683 2.76390 -0.3 0.1 -0.2
H -5.44069 -0.11950 0.99792 -0.1 -0.1 0.1
H -4.71344 -2.40594 1.95620 0.1 -0.1 -0.1
H -3.61806 -1.74240 0.70992 -0.1 -0.1 0.0
H -2.33168 -0.83857 4.32156 0.1 -0.3 0.2
H -3.94149 -0.97057 4.11318 0.0 -0.1 0.1
H -3.96798 4.10760 4.14130 -0.1 -0.5 0.1
H -6.56637 5.72999 1.00688 0.1 -0.1 0.0
H -5.75118 5.88296 2.55482 0.0 -0.1 0.1
H -8.44758 5.17427 2.20299 0.0 0.1 0.1
H -7.52089 4.81979 3.68336 0.0 0.0 0.0
H -7.67690 3.60852 2.41935 0.0 0.0 -0.1
C 2.81129 -0.30664 -2.17638 0.0 0.0 0.2
C 2.33929 0.79649 -3.15591 -0.1 -0.8 0.4
C 3.26772 0.88468 -4.37154 0.2 0.3 -0.2
C 4.62247 1.51451 -4.06459 0.0 0.0 0.0
C 4.43617 2.88071 -3.41186 0.0 -0.1 -0.3
C 3.55378 2.83040 -2.16235 0.5 0.0 0.8
N 2.26869 2.12991 -2.47517 0.4 0.3 -1.1
O 1.43851 2.91954 -3.04324 -0.4 0.1 0.2
C 4.31661 2.14525 -1.01690 0.0 -0.1 0.0
C 3.23530 4.24359 -1.68858 -0.1 0.2 -0.1
C 0.94236 0.41218 -3.63105 -0.1 0.1 -0.1
H 3.67936 -0.84965 -2.55436 0.0 0.0 0.0
H 3.06104 0.08119 -1.19415 0.0 0.0 0.0
H 2.02519 -1.03936 -2.00024 0.0 0.0 -0.1
H 2.77552 1.47914 -5.14875 -0.1 0.0 0.1
H 3.39747 -0.12037 -4.77907 0.0 0.0 0.0
H 5.21412 0.85544 -3.42262 0.0 0.0 0.0
H 5.19015 1.62768 -4.99138 0.0 0.0 0.0
H 5.40440 3.30759 -3.13700 0.0 0.0 0.0
H 3.98466 3.56190 -4.14053 -0.1 0.0 0.1
H 3.66008 1.98128 -0.16132 0.0 0.0 0.0
H 5.13099 2.79496 -0.69319 0.0 0.1 0.0
H 4.76215 1.19354 -1.29755 0.0 0.0 0.0
H 2.78639 4.84575 -2.47515 0.0 -0.1 0.0
H 4.15991 4.72907 -1.37216 0.0 -0.1 0.0
H 2.54799 4.22221 -0.84189 0.0 0.0 0.0
H 0.23333 0.42475 -2.80256 0.0 0.0 0.0
H 0.98513 -0.60032 -4.03597 0.0 0.0 0.0
H 0.57222 1.07844 -4.40785 0.0 0.0 0.1
C 1.38964 -5.10049 1.87131 0.2 -0.1 0.0
C 1.04577 -4.40830 0.52690 0.1 0.0 0.9
C -0.33163 -4.84317 0.01370 -0.1 -0.2 -0.2
C -0.36456 -6.26490 -0.54038 0.1 0.1 0.0
C 0.70130 -6.43983 -1.61975 -0.3 0.1 0.0
C 2.10482 -6.06886 -1.13447 0.4 -0.7 0.2
N 2.08499 -4.70422 -0.51593 -1.0 0.3 -0.9
O 2.12995 -3.78393 -1.41688 0.4 0.0 0.2
C 2.60810 -7.14036 -0.15379 0.0 0.0 0.1
C 3.07900 -6.06002 -2.30681 0.0 0.1 -0.2
C 1.01094 -2.90946 0.79859 0.1 0.2 -0.1
H 0.57495 -5.73355 2.22676 0.0 0.0 0.0
H 2.28736 -5.70909 1.81677 0.0 0.0 0.0
H 1.58293 -4.35431 2.64065 -0.1 0.1 0.0
H -0.64479 -4.15352 -0.77617 0.1 0.0 0.0
H -1.05063 -4.73044 0.82689 0.0 0.1 0.0
H -0.22655 -6.99488 0.26301 0.0 0.0 0.0
H -1.34995 -6.46508 -0.96680 0.0 0.0 0.0
H 0.71894 -7.47283 -1.97815 0.1 0.0 0.0
H 0.44207 -5.81180 -2.47793 0.1 0.1 0.0
H 3.54788 -6.83243 0.30701 0.0 0.0 0.0
H 2.79227 -8.06604 -0.70097 0.0 0.0 -0.1
H 1.89790 -7.37462 0.63538 0.0 0.0 0.0
H 2.74451 -5.40588 -3.10853 0.0 0.0 0.1
H 3.16491 -7.07178 -2.70596 0.0 0.0 0.1
H 4.06877 -5.73003 -1.98751 0.0 0.0 0.0
H 2.00032 -2.54392 1.08196 0.0 -0.1 0.0
H 0.32458 -2.70935 1.61909 -0.1 -0.1 0.0
H 0.67040 -2.34001 -0.06308 0.0 0.0 0.0
```
Positions in Å, forces in eV/Å.



Entry 2:
Density functional theory data (wB97M-V/def2-TZVPD) for a molecular structure, C6H7O3S.

Frontier orbital gap (eV): 8.13
Total charge: -1
HOMO energy (eV): -4.5
Energy relative to the best compared isomer or geometry (same formula, charge and spin) (kJ/mol): 130.2

```
17
Properties=species:S:1:pos:R:3:forces:R:3
C 1.48212 -1.22703 -0.29614 -1.5 -1.0 0.1
C 0.10668 -1.42407 -0.36553 -2.1 3.5 1.5
C 2.17410 -0.06202 0.05854 -0.1 0.8 -0.5
C 1.38856 1.23974 0.21461 -0.4 -1.5 -4.8
C -0.94861 0.06022 0.20826 1.7 -0.6 -1.1
C -2.35905 -0.37613 -0.05177 1.1 -0.9 1.5
O -0.68352 -2.28557 -0.67068 1.1 -1.2 -0.4
O 3.39060 0.04464 0.21208 0.5 -0.3 0.2
O -0.73102 2.71285 -0.34887 -0.2 -0.1 -0.4
S -0.21497 1.36670 -0.79148 0.8 0.0 1.9
H 1.90524 -2.19132 -0.35362 1.5 -0.7 -0.3
H 1.18146 1.31809 1.18354 -1.3 0.8 4.0
H 1.96369 2.05013 -0.16173 0.6 0.7 -0.1
H -0.83731 0.41836 1.22685 0.5 -0.2 0.3
H -3.02599 0.46447 -0.14521 -0.5 0.0 -0.5
H -2.59165 -0.95634 0.88274 -0.3 0.5 -0.8
H -2.20033 -1.15271 -0.80159 -1.2 0.4 -0.5
```
Positions in Å, forces in eV/Å.



Entry 3:
Density functional theory data (wB97M-V/def2-TZVPD) for a molecular structure, C16H13As3Cl3Cu2F42O3Pt.

Spin multiplicity: 3
Frontier orbital gap (alpha / beta) (eV): 6.41 / 1.74
Total charge: +1
HOMO energy (alpha / beta) (eV): -12.9 / -12.9
<S²>: 2.033

```
83
Properties=species:S:1:pos:R:3:forces:R:3
Pt -10.94745 6.92613 13.82382 -0.2 0.7 -0.3
Cu -10.60270 12.25583 9.01477 -0.3 -0.4 0.4
Cu -9.45389 4.05383 8.56242 -0.1 0.5 0.0
As -13.72192 7.50915 8.93478 -2.0 0.3 1.6
F -15.02532 8.53126 9.64265 1.6 -0.6 -1.1
F -12.71026 8.95823 8.54643 -1.0 -1.3 -0.1
F -12.43215 6.45879 8.27583 -0.6 0.6 0.5
F -14.64858 6.10422 9.51331 1.0 0.5 -0.6
F -14.63658 7.39276 7.41762 1.4 0.6 1.0
F -12.97812 7.52574 10.58409 0.3 -0.2 -1.1
As -12.08967 12.20814 14.09954 -0.5 -0.5 0.2
F -12.52750 13.90810 13.92957 -0.2 -1.3 0.2
F -10.63518 12.76134 14.96782 -0.9 -0.8 -0.5
F -11.54012 10.48456 14.09330 -0.1 0.8 0.4
F -13.53535 11.63034 13.17448 1.6 1.0 1.1
F -11.16091 12.34324 12.58862 -0.3 0.1 -0.1
F -12.91205 11.95356 15.66413 0.7 0.4 -1.7
As -6.88311 8.31363 10.73031 -1.6 -0.6 -2.6
F -5.65380 9.10706 11.58537 0.4 0.4 0.3
F -7.96351 8.32915 12.09949 0.3 0.0 0.2
F -8.19930 7.49157 9.83966 0.4 0.2 0.2
F -5.88107 8.17108 9.26628 -0.6 0.7 0.8
F -6.27481 6.73829 11.12737 0.0 0.0 0.6
F -7.62302 9.86761 10.17362 0.9 -1.0 0.4
C -6.71858 11.00435 20.55574 -0.3 0.7 0.6
C -8.21765 10.92043 20.91919 0.4 -0.3 -0.9
C -8.73898 9.53493 20.54379 -1.3 0.9 -1.4
F -8.06031 8.62845 21.24879 0.2 -0.5 0.0
F -10.05773 9.41648 20.76969 -1.0 0.0 1.4
F -8.42035 11.14238 22.23496 0.4 0.0 0.0
F -8.89115 11.89245 20.24584 0.0 -0.5 0.0
O -6.46934 10.39628 19.25498 0.4 0.2 0.9
C -5.46406 10.93541 18.44572 -3.4 -0.7 -0.1
C -5.21164 9.86199 17.35246 0.5 -0.1 3.1
F -6.32029 9.64256 16.73399 -2.3 -0.4 -1.8
F -4.26075 10.20196 16.51415 1.2 0.8 -1.2
F -5.92441 12.11786 17.99756 0.1 0.5 -0.9
F -4.39249 11.19007 19.09369 2.8 0.4 1.6
H -6.17546 10.57218 21.39618 0.3 -0.6 -0.5
H -6.50682 12.07037 20.63845 0.2 0.1 -0.7
H -8.78926 9.40168 19.46313 1.6 -0.3 -0.2
H -4.91993 8.96500 17.89874 0.2 -0.2 0.0
C -1.68475 3.33298 9.39119 1.2 -1.9 -0.4
C -2.58240 3.19479 8.14385 -0.1 -2.0 0.9
C -3.91724 3.77425 8.39715 0.5 4.7 -0.2
F -4.66531 3.77071 7.28776 -1.1 -1.2 -0.4
F -4.50736 3.32930 9.49636 -0.9 -1.8 0.5
F -2.04224 3.59297 7.00076 0.5 1.5 -0.2
F -2.83026 1.87873 7.88598 0.3 -1.1 0.7
O -1.66919 4.61876 9.87510 1.0 2.6 3.1
C -0.99807 4.88663 11.21582 -1.0 0.8 -2.9
C -1.20118 6.37371 11.60018 -2.5 0.1 -0.5
F -0.86618 6.61109 12.85392 0.5 -0.7 1.8
F -0.53608 7.27624 10.91438 1.2 0.3 -1.8
F -1.59186 4.16876 12.16803 0.5 -0.5 -0.3
F 0.30726 4.67942 11.11051 0.1 -1.0 0.2
H -0.69337 2.99713 9.08711 0.3 0.1 -0.3
H -1.95362 2.60069 10.15248 -0.7 0.0 -0.1
H -3.80217 4.83425 8.62356 0.4 0.3 -0.2
H -2.26243 6.59536 11.48742 -0.3 -0.1 -0.1
C -8.48110 10.11847 3.21819 -1.9 -0.3 -0.2
C -7.86626 9.67336 4.62334 0.0 0.7 -2.2
C -6.47413 10.43894 4.82289 -0.9 -2.5 0.9
F -5.65362 10.12813 3.81509 0.3 -0.5 -0.6
F -6.71540 11.71352 4.75199 -0.7 2.6 0.0
F -8.76366 10.01166 5.57545 0.9 -0.2 0.3
F -7.70471 8.30567 4.60645 0.1 1.2 0.4
O -9.92045 10.22013 3.43704 -0.9 -0.1 0.4
C -10.88724 10.38354 2.38388 4.2 1.9 3.5
C -12.09098 10.99627 3.11660 -2.1 -0.7 1.4
F -11.87752 12.02406 4.03933 0.4 -1.1 -1.8
F -13.08255 11.33949 2.26877 0.5 1.0 -0.8
F -10.29292 11.16357 1.48461 -0.6 0.6 -1.2
F -11.12949 9.22293 1.88853 -1.2 -1.6 -1.3
H -8.34788 9.35048 2.45625 0.6 -0.1 0.2
H -8.19003 11.09043 2.81987 0.7 -0.1 0.4
H -5.97829 10.23802 5.77256 -0.1 -0.4 0.1
H -12.58839 10.18580 3.64935 0.7 -0.2 0.6
C -3.87925 14.10289 12.83482 -0.1 -0.2 -0.2
Cl -2.61051 14.49045 11.64433 -0.8 0.2 0.8
Cl -5.51392 14.41289 12.26709 0.9 0.2 0.3
Cl -3.54448 15.09958 14.29120 -0.1 -0.5 -1.1
H -3.80335 13.03983 13.06336 0.1 0.2 0.2
```
Positions in Å, forces in eV/Å.



Entry 4:
Density functional theory data (wB97M-V/def2-TZVPD) for a molecular structure, C3H3Br3O.

Frontier orbital gap (alpha / beta) (eV): 8.94 / 4.76
Total charge: 0
HOMO energy (alpha / beta) (eV): -9.4 / -8.7
Energy relative to the best compared isomer or geometry (same formula, charge and spin) (kJ/mol): 467.0

```
10
Properties=species:S:1:pos:R:3:forces:R:3
C -1.11634 0.92143 -0.98894 6.3 0.3 1.5
C 0.62234 0.26669 -0.20684 -3.9 2.7 -4.2
C 0.59829 -0.30520 0.93915 -0.3 -2.4 3.6
O 1.64335 -1.02853 1.53054 0.0 1.6 -0.5
Br -1.03316 2.74778 -1.18374 -0.3 -0.2 -0.1
Br 2.12040 0.65728 -1.28706 -0.5 -0.3 0.4
Br -3.00996 -2.69504 -0.76123 0.0 0.0 0.0
H -1.99435 0.39063 -0.90071 -1.7 -1.1 0.4
H -0.31226 -0.35504 1.60278 0.9 0.0 -1.2
H 2.48169 -0.59999 1.25604 -0.5 -0.5 0.1
```
Positions in Å, forces in eV/Å.



Number 1: strongest force on any atom 1.37 eV Å⁻¹. Number 2: strongest force on any atom 5.09 eV Å⁻¹. Number 3: strongest force on any atom 5.78 eV Å⁻¹. Number 4: strongest force on any atom 6.46 eV Å⁻¹.